Entry from the OMol25 dataset: 8 unconnected molecules or ions with the total composition C24H60ClF2N7O22P2S2 (ωB97M-V/def2-TZVPD).

Output
HOMO level: -0.1596 hartree
F_max: 8.30 eV/Å
Orbital gap: 7.81 eV
Calculated total energy: -139535.95841 eV
Energy relative to the best compared isomer or geometry (same formula, charge and spin): 0.000 eV

```
! wB97M-V def2-TZVPD RIJCOSX def2/J DEFGRID3
* xyz -2 1
N 0.61 5.17 2.59
S 1.11 5.07 1.14
O 2.24 4.26 0.77
O 0.86 6.23 0.32
F -0.11 4.13 0.69
S 1.98 5.93 3.09
O 2.26 7.34 2.69
O 3.13 5.13 3.32
F 1.34 6.05 4.59
Cl -0.75 0.60 1.14
O -1.26 1.74 1.82
O -1.75 -0.19 0.41
O 0.25 1.10 0.27
O -0.04 -0.27 2.07
O 6.60 1.54 -2.72
P 5.98 1.23 -1.41
N 6.66 -0.13 -0.63
C 7.29 -1.18 -1.33
C 6.49 -0.36 0.81
N 4.27 0.80 -1.36
C 3.60 0.27 -0.16
C 3.45 0.86 -2.60
N 6.10 2.55 -0.28
C 7.52 3.04 -0.02
C 5.07 3.56 -0.37
H 7.91 -0.75 -2.11
H 6.54 -1.82 -1.78
H 7.98 -1.78 -0.73
H 7.48 -0.56 1.22
H 5.83 -1.19 1.07
H 6.09 0.54 1.29
H 2.54 0.15 -0.36
H 3.91 -0.78 -0.06
H 3.78 0.90 0.71
H 3.18 -0.16 -2.89
H 2.53 1.42 -2.44
H 3.98 1.45 -3.35
H 7.95 3.42 -0.95
H 7.45 3.86 0.69
H 8.12 2.23 0.39
H 5.13 4.34 0.39
H 4.09 3.08 -0.34
H 5.08 3.99 -1.38
O -1.87 -3.37 -4.38
P -1.02 -2.24 -4.00
N -1.77 -0.66 -3.80
C -0.94 0.56 -3.49
C -3.21 -0.50 -4.06
N 0.26 -1.87 -5.01
C 1.31 -2.82 -5.19
C -0.10 -1.18 -6.28
N -0.19 -2.50 -2.52
C -0.45 -3.63 -1.59
C 0.75 -1.53 -1.93
H -1.49 1.49 -3.63
H 0.04 0.58 -3.96
H -0.64 0.54 -2.45
H -3.74 -1.38 -4.41
H -3.42 0.18 -4.88
H -3.73 -0.12 -3.18
H 2.08 -2.44 -5.86
H 1.89 -2.92 -4.27
H 0.89 -3.81 -5.38
H -0.29 -1.96 -7.02
H -1.08 -0.71 -6.25
H 0.57 -0.42 -6.68
H 0.17 -4.51 -1.71
H -0.30 -3.40 -0.53
H -1.48 -3.97 -1.73
H 0.20 -0.92 -1.21
H 1.11 -0.90 -2.74
H 1.60 -1.95 -1.39
C 3.36 2.27 7.15
O 2.20 2.79 6.56
C 1.79 2.67 5.30
O 0.70 3.05 4.99
O 2.78 2.11 4.49
C 2.48 1.76 3.17
H 4.13 3.02 7.32
H 3.69 1.38 6.60
H 2.99 1.90 8.10
H 2.31 0.69 3.03
H 3.25 2.01 2.45
H 1.59 2.23 2.76
C -8.71 -2.28 -2.27
O -7.38 -1.70 -1.83
C -6.45 -2.50 -1.25
O -6.64 -3.60 -0.77
O -5.27 -1.87 -1.34
C -4.08 -2.65 -1.14
H -9.23 -2.77 -1.45
H -8.68 -3.03 -3.06
H -9.41 -1.50 -2.59
H -4.24 -3.63 -0.68
H -3.33 -2.10 -0.58
H -3.93 -2.91 -2.19
C -2.10 -3.53 2.22
O -3.55 -3.71 2.25
C -4.00 -4.84 2.76
O -3.27 -5.63 3.39
O -5.35 -4.89 2.59
C -5.98 -6.06 3.04
H -1.70 -3.52 3.24
H -1.86 -2.50 1.95
H -1.60 -4.13 1.47
H -5.79 -6.87 2.33
H -7.02 -5.72 3.08
H -5.66 -6.30 4.05
C -5.88 2.27 4.84
O -6.02 1.69 3.54
C -5.22 2.12 2.52
O -4.20 2.84 2.67
O -5.65 1.59 1.33
C -4.94 1.94 0.16
H -6.18 3.32 4.77
H -4.87 2.29 5.23
H -6.65 1.89 5.51
H -5.00 3.00 -0.08
H -5.17 1.26 -0.66
H -3.88 1.71 0.33
*
```

Entry from the OMol25 dataset: 8 unconnected molecules or ions with the total composition C24H60F2O30P6 (ωB97M-V/def2-TZVPD).

Output
HOMO level: -0.3749 hartree
F_max: 2.21 eV/Å
Orbital gap: 10.45 eV
Calculated total energy: -148467.96840 eV
Energy relative to the best compared isomer or geometry (same formula, charge and spin): 0.606 eV

```
! wB97M-V def2-TZVPD RIJCOSX def2/J DEFGRID3
* xyz 0 1
O 6.78 12.20 -2.52
C 5.77 11.84 -3.00
O 5.47 12.06 -4.30
C 4.13 11.76 -4.54
C 3.70 10.99 -3.29
F 3.72 9.63 -3.60
O 4.71 11.27 -2.37
H 3.49 12.65 -4.59
H 3.96 11.20 -5.46
H 2.74 11.24 -2.85
O 4.31 2.56 -0.15
C 4.09 3.28 -1.04
O 4.16 2.92 -2.36
C 3.55 3.93 -3.14
C 3.48 5.14 -2.20
F 2.19 5.62 -2.13
O 3.82 4.63 -0.95
H 4.14 4.09 -4.04
H 2.56 3.66 -3.53
H 4.14 5.96 -2.47
C 1.71 10.08 -8.86
O 2.03 11.32 -9.50
P 1.02 12.55 -9.43
O 1.49 13.72 -10.12
O -0.35 11.97 -9.95
C -0.33 11.22 -11.17
O 0.78 12.72 -7.87
C 1.94 13.11 -7.14
H 0.62 9.98 -8.77
H 2.14 10.08 -7.85
H 2.11 9.26 -9.44
H -1.18 11.55 -11.75
H -0.42 10.16 -10.94
H 0.60 11.37 -11.72
H 2.83 13.32 -7.74
H 2.25 12.33 -6.44
H 1.80 13.98 -6.50
C 3.28 18.69 -6.66
O 4.02 18.04 -7.69
P 3.75 16.53 -8.06
O 2.62 16.25 -8.91
O 5.15 16.13 -8.62
C 5.28 14.78 -9.09
O 3.59 15.81 -6.65
C 4.68 15.59 -5.73
H 3.70 18.42 -5.68
H 2.24 18.36 -6.63
H 3.32 19.77 -6.74
H 6.00 14.80 -9.91
H 4.35 14.39 -9.51
H 5.60 14.15 -8.26
H 5.61 15.78 -6.26
H 4.69 14.59 -5.32
H 4.54 16.33 -4.94
C 3.43 14.71 0.87
O 3.13 15.79 0.01
P 3.62 15.79 -1.49
O 3.29 14.56 -2.23
O 2.94 17.08 -2.03
C 1.76 17.02 -2.84
O 5.14 16.10 -1.42
C 6.01 14.98 -1.30
H 3.44 13.76 0.33
H 2.70 14.73 1.67
H 4.43 14.87 1.30
H 1.11 16.23 -2.49
H 1.99 17.08 -3.90
H 1.20 17.94 -2.60
H 6.83 15.17 -0.60
H 6.57 14.80 -2.22
H 5.54 14.05 -0.99
C 7.51 6.53 -3.26
O 7.72 6.87 -1.89
P 7.74 5.68 -0.85
O 6.93 4.52 -1.20
O 9.28 5.39 -0.70
C 10.07 5.98 0.35
O 7.29 6.40 0.47
C 6.81 5.52 1.53
H 8.41 6.06 -3.67
H 7.28 7.42 -3.83
H 6.70 5.80 -3.38
H 10.37 6.98 0.03
H 10.93 5.34 0.54
H 9.57 6.05 1.31
H 6.34 6.20 2.24
H 7.62 4.93 1.96
H 6.05 4.87 1.11
C 8.88 5.16 5.40
O 8.90 5.96 4.20
P 8.51 7.47 4.36
O 7.09 7.74 4.59
O 9.48 7.96 5.51
C 9.08 9.10 6.30
O 9.02 8.10 3.04
C 8.44 9.32 2.55
H 9.89 4.98 5.76
H 8.44 4.20 5.12
H 8.29 5.60 6.20
H 9.97 9.54 6.75
H 8.45 8.76 7.13
H 8.55 9.84 5.71
H 7.48 9.51 3.02
H 8.29 9.22 1.48
H 9.16 10.11 2.75
C 0.27 7.60 -0.86
O -0.17 8.81 -0.21
P 0.71 10.10 -0.20
O 0.92 10.71 -1.52
O 2.09 9.80 0.53
C 3.11 9.24 -0.29
O -0.10 10.95 0.83
C 0.24 12.30 1.08
H 0.85 7.78 -1.76
H -0.62 7.01 -1.02
H 0.97 7.11 -0.19
H 4.06 9.76 -0.20
H 2.84 9.32 -1.35
H 3.22 8.18 -0.05
H 0.79 12.41 2.02
H -0.70 12.85 1.20
H 0.82 12.74 0.28
*
```

Entry from the OMol25 dataset: 4 unconnected molecules or ions with the total composition C24H60F6N3O3P (ωB97M-V/def2-TZVPD).

Output
⟨S²⟩: 0.75
HOMO level (spin up / spin down): -0.1530 / -0.4383 hartree
F_max: 2.95 eV/Å
Orbital gap (spin up / spin down): 2.51 / 10.22 eV
Calculated total energy: -62059.80682 eV

```
! wB97M-V def2-TZVPD RIJCOSX def2/J DEFGRID3
* xyz 1 2
C 5.67 -0.28 -1.76
C 5.26 -1.79 -1.39
N 3.77 -2.07 -1.78
C 3.45 -1.64 -3.22
C 3.57 -3.59 -1.65
C 4.15 -4.48 -2.87
C 2.91 -1.41 -0.64
C 1.52 -0.91 -1.05
O 0.73 -1.93 -1.78
C -0.37 -1.47 -2.51
H 6.71 -0.09 -1.49
H 5.08 0.46 -1.22
H 5.64 -0.03 -2.82
H 5.34 -1.98 -0.32
H 5.87 -2.58 -1.83
H 3.41 -0.55 -3.32
H 2.56 -2.16 -3.58
H 4.26 -1.97 -3.86
H 2.51 -3.72 -1.46
H 3.91 -3.93 -0.67
H 3.34 -4.60 -3.59
H 4.34 -5.43 -2.37
H 5.12 -4.14 -3.23
H 3.46 -0.63 -0.12
H 2.90 -2.14 0.18
H 1.74 -0.07 -1.72
H 1.02 -0.62 -0.13
H 0.04 -0.70 -3.16
H -1.13 -1.01 -1.88
H -0.74 -2.24 -3.19
C 1.09 -3.71 6.10
C 1.44 -3.58 4.63
N 0.77 -2.42 3.84
C -0.73 -2.34 4.38
C 1.56 -1.19 4.31
C 1.22 0.22 3.82
C 0.78 -2.63 2.28
C -0.32 -3.61 1.63
O -0.10 -4.91 2.10
C -0.83 -5.88 1.30
H 1.39 -2.90 6.76
H 1.64 -4.51 6.59
H 0.04 -3.96 6.23
H 0.83 -4.38 4.21
H 2.48 -3.67 4.32
H -0.70 -1.96 5.40
H -1.14 -3.35 4.43
H -1.36 -1.75 3.73
H 2.62 -1.40 4.19
H 1.46 -1.19 5.39
H 1.55 0.26 2.78
H 1.80 0.89 4.46
H 0.16 0.45 3.81
H 1.80 -2.92 2.05
H 0.60 -1.62 1.92
H -0.09 -3.73 0.57
H -1.36 -3.29 1.71
H -1.84 -5.57 1.07
H -0.90 -6.90 1.68
H -0.29 -6.02 0.36
C -4.38 6.10 0.65
C -3.00 5.58 0.19
N -2.81 5.19 -1.30
C -2.96 6.47 -2.09
C -1.35 4.64 -1.50
C -1.09 3.23 -0.90
C -3.96 4.23 -1.79
C -3.79 3.63 -3.20
O -3.75 4.67 -4.19
C -3.82 4.07 -5.49
H -5.20 5.39 0.56
H -4.51 7.04 0.10
H -4.22 6.39 1.69
H -2.78 4.67 0.75
H -2.19 6.28 0.42
H -3.96 6.79 -1.82
H -2.75 6.32 -3.15
H -2.33 7.24 -1.64
H -0.70 5.33 -0.96
H -1.24 4.65 -2.58
H -1.82 2.50 -1.25
H -1.01 3.24 0.18
H -0.09 3.02 -1.27
H -4.95 4.66 -1.64
H -3.84 3.38 -1.13
H -4.67 3.03 -3.43
H -2.96 2.93 -3.21
H -3.86 4.84 -6.26
H -4.56 3.29 -5.63
H -2.84 3.60 -5.56
P -2.62 0.44 1.09
F -1.80 0.70 2.47
F -1.18 0.71 0.35
F -2.23 -1.13 1.33
F -3.24 0.09 -0.32
F -4.00 0.08 1.86
F -3.16 1.99 1.03
*
```

Entry from the OMol25 dataset: 4 unconnected molecules or ions with the total composition C24H60F6N3O3P (ωB97M-V/def2-TZVPD).

Output
⟨S²⟩: 0.75
HOMO level (spin up / spin down): -0.5669 / -0.5669 hartree
F_max: 2.85 eV/Å
Orbital gap (spin up / spin down): 8.53 / 1.85 eV
Calculated total energy: -62042.01956 eV

```
! wB97M-V def2-TZVPD RIJCOSX def2/J DEFGRID3
* xyz 3 2
C 0.84 -6.76 0.26
C 1.01 -5.28 0.73
N 1.65 -4.30 -0.28
C 3.13 -4.79 -0.42
C 1.01 -4.34 -1.67
C -0.52 -4.13 -1.67
C 1.65 -2.80 0.13
C 2.01 -2.57 1.64
O 1.14 -3.26 2.55
C 0.13 -2.31 3.02
H 0.50 -7.38 1.10
H 1.70 -7.28 -0.16
H -0.02 -6.91 -0.39
H 1.78 -5.32 1.50
H 0.09 -4.74 0.92
H 3.26 -5.78 -0.85
H 3.71 -4.83 0.50
H 3.61 -4.07 -1.09
H 1.34 -5.32 -2.03
H 1.51 -3.60 -2.30
H -1.15 -4.69 -0.98
H -0.94 -4.18 -2.67
H -0.78 -3.08 -1.56
H 0.62 -2.48 0.01
H 2.39 -2.31 -0.50
H 2.14 -1.51 1.86
H 2.98 -3.05 1.83
H -0.62 -2.75 3.67
H -0.53 -1.74 2.37
H 0.66 -1.65 3.70
C 4.30 -0.22 4.35
C 4.12 1.10 3.52
N 2.90 2.07 3.80
C 3.01 3.33 2.89
C 1.57 1.33 3.52
C 0.30 2.20 3.30
C 2.87 2.56 5.28
C 4.22 2.96 5.85
O 4.85 4.03 5.18
C 4.54 5.31 5.59
H 4.22 -0.21 5.43
H 5.21 -0.78 4.13
H 3.54 -0.98 4.14
H 4.04 0.87 2.46
H 4.92 1.84 3.58
H 4.03 3.70 3.00
H 2.35 4.10 3.27
H 2.83 3.09 1.85
H 1.45 0.53 4.25
H 1.75 0.86 2.55
H 0.07 2.76 4.21
H -0.62 1.67 3.06
H 0.47 2.83 2.43
H 2.42 1.75 5.86
H 2.13 3.35 5.41
H 4.84 2.07 5.70
H 4.08 3.15 6.92
H 4.61 5.55 6.65
H 3.54 5.55 5.25
H 5.24 5.93 5.03
C -4.44 2.65 -1.87
C -4.68 2.46 -3.41
N -3.50 1.79 -4.18
C -2.19 2.57 -3.98
C -3.44 0.26 -3.74
C -2.09 -0.44 -4.29
C -3.77 1.85 -5.74
C -5.10 1.29 -6.35
O -6.30 1.72 -5.76
C -7.46 0.96 -6.10
H -3.93 3.56 -1.54
H -3.99 1.78 -1.40
H -5.42 2.76 -1.40
H -5.05 3.35 -3.91
H -5.58 1.85 -3.50
H -1.93 2.59 -2.92
H -2.34 3.54 -4.45
H -1.32 2.20 -4.52
H -4.38 -0.14 -4.12
H -3.52 0.15 -2.66
H -1.14 -0.10 -3.90
H -2.05 -0.41 -5.38
H -2.07 -1.52 -4.15
H -2.95 1.35 -6.25
H -3.73 2.91 -5.99
H -5.20 0.21 -6.28
H -5.20 1.59 -7.40
H -7.65 0.87 -7.17
H -8.32 1.59 -5.84
H -7.50 0.01 -5.56
P -0.23 1.07 -0.59
F 0.34 1.88 -1.87
F -0.70 2.48 0.05
F -1.67 1.02 -1.32
F -0.89 0.39 0.80
F 0.10 -0.44 -1.13
F 1.18 1.31 0.13
*
```